49
Properties=species:S:1:pos:R:3 method="wB97M-V/def2-TZVPD" fmax_ev_per_a=2.95 spin_multiplicity=1 e_tot_ev=-32786.1044 homo_energy_ev=-11.47 total_charge=+1
F 3.33144 5.80883 -1.14148
C 3.16477 4.45195 -0.96405
C 4.28796 3.68150 -0.68392
C 4.10203 2.30275 -0.53664
C 2.82886 1.74754 -0.60104
C 1.66490 2.53251 -0.83572
C 0.34633 1.93650 -0.87854
C -0.85621 2.70818 -0.65210
C -2.11076 2.12639 -0.99649
C -3.29303 2.85761 -0.94496
C -3.27783 4.20681 -0.55958
C -2.06462 4.79928 -0.18106
C -0.89836 4.03462 -0.11680
C 1.88926 3.91649 -1.10630
H 5.27810 4.12837 -0.61657
H 4.95744 1.64545 -0.38841
H 2.71290 0.67693 -0.46023
H 0.23512 1.06951 -1.54922
H -2.11938 1.07590 -1.29842
H -4.23055 2.38250 -1.24651
H -4.19635 4.79046 -0.58391
H -2.02530 5.87266 0.04033
H -0.00060 4.47779 0.32611
H 1.05945 4.55615 -1.40971
C -2.81231 -4.13831 1.57812
Si -1.00162 -4.01230 1.16599
C 0.05114 -3.73845 2.68671
C -0.46420 -5.63473 0.37483
C -0.71373 -2.56338 -0.09389
C 0.73709 -2.54962 -0.64705
C 1.25863 -1.09773 -0.47830
C 0.14742 -0.35864 0.21795
C -0.93614 -1.16189 0.39213
H -3.40490 -4.42679 0.69950
H -2.95997 -4.90197 2.35440
H -3.20646 -3.19008 1.96123
H 1.12568 -3.80704 2.45776
H -0.14897 -2.75334 3.13091
H -0.19245 -4.51007 3.43479
H 0.61081 -5.65474 0.14968
H -0.67302 -6.46107 1.07155
H -1.00955 -5.83686 -0.55783
H -1.42953 -2.84888 -0.88522
H 1.40831 -3.24294 -0.11618
H 0.73451 -2.85681 -1.70112
H 2.18383 -1.11006 0.11445
H 1.49977 -0.68077 -1.46331
H 0.29121 0.61270 0.70639
H -1.88113 -0.86287 0.83173